Record 1
2 unconnected molecules or ions with the total composition C2H8Cl2OSi2 in a non-equilibrium geometry, computed with wB97M-V/def2-TZVPD.

Computed properties:
highest occupied orbital energy	-7.88	eV
net charge	0
calculated total energy	-45051.9278	eV
Kohn-Sham gap	5.8	eV

The geometry in XYZ format:
```
15
C2H8Cl2OSi2 wB97M-V/def2-TZVPD
C -2.46 0.68 0.02
C 1.34 -1.26 -1.19
O 0.20 1.51 0.80
Si -0.99 0.65 1.26
Si 2.65 -0.23 -0.33
Cl 3.02 -0.46 1.59
Cl 3.58 1.22 -1.28
H -3.35 0.22 0.44
H -2.69 1.71 -0.24
H -2.20 0.15 -0.89
H 0.86 -1.93 -0.48
H 0.55 -0.60 -1.57
H 1.73 -1.84 -2.03
H -1.59 1.00 2.56
H -0.65 -0.81 1.34
```


Record 2
A molecular structure, CH9N2P2 in a non-equilibrium geometry, computed with wB97M-V/def2-TZVPD.

Computed properties:
highest occupied orbital energy	-13.31	eV
net charge	+1
calculated total energy	-22731.3996	eV
Kohn-Sham gap	9.7	eV

The geometry in XYZ format:
```
14
CH9N2P2 wB97M-V/def2-TZVPD
C 0.81 1.00 -0.12
N -0.66 -0.22 0.14
N 2.04 0.54 0.12
P -2.35 0.49 0.30
P -0.49 -1.79 -0.03
H 0.42 1.67 0.60
H 0.48 1.28 -1.06
H 2.44 0.63 1.03
H 2.54 0.21 -0.68
H 0.88 -1.71 -0.12
H -1.57 1.61 0.95
H -2.62 1.10 -0.91
H -0.90 -2.33 -1.15
H -1.01 -2.48 0.95
```


Record 3
A molecular structure, C14H16Co2N3O6 in a non-equilibrium geometry, computed with wB97M-V/def2-TZVPD.

Computed properties:
highest occupied orbital energy	-1.54	eV
net charge	-1
calculated total energy	-106781.1006	eV
Kohn-Sham gap	3.3	eV

The geometry in XYZ format:
```
41
C14H16Co2N3O6 wB97M-V/def2-TZVPD
C 1.11 -1.70 1.98
N 0.96 -0.23 2.01
C 2.21 0.56 1.86
C -0.22 0.30 1.63
N -0.26 1.49 0.95
N -1.34 -0.34 2.08
C -1.38 -1.00 3.36
C -2.62 0.03 1.55
H 1.18 -2.05 0.94
H 2.01 -2.02 2.52
H 0.20 -2.16 2.40
H 1.95 1.61 1.66
H 2.79 0.52 2.81
H 2.83 0.15 1.05
H -1.23 1.85 1.05
H -0.41 -0.87 3.84
H -2.15 -0.53 3.97
H -1.63 -2.06 3.25
H -2.61 0.02 0.45
H -3.34 -0.72 1.86
H -2.97 1.03 1.93
O -0.51 3.53 -5.95
C 0.11 3.95 -5.09
Co 1.08 4.67 -3.77
C 2.73 4.78 -4.41
O 3.80 4.88 -4.85
C 0.46 6.32 -3.79
O -0.08 7.35 -3.74
C 0.29 4.09 -1.94
C 0.62 3.16 -1.00
C 0.33 1.80 -0.53
Co 2.06 4.22 -1.40
C 3.26 3.24 -2.21
O 4.12 2.54 -2.60
C 2.49 4.15 0.23
O 2.77 4.09 1.36
C 2.65 5.94 -1.66
O 3.17 6.97 -1.60
H -0.59 4.78 -1.81
H 1.20 1.15 -0.71
H -0.49 1.33 -1.14
```


Record 4
A single C2H3N5O molecule in a non-equilibrium geometry, computed with wB97M-V/def2-TZVPD.

Computed properties:
SMILES string	[H]/N=c1/nn/c(=N\[H])o[nH]1
highest occupied orbital energy	-10.36	eV
net charge	0
calculated total energy	-11613.6883	eV
Kohn-Sham gap	8.8	eV

The geometry in XYZ format:
```
11
C2H3N5O wB97M-V/def2-TZVPD
C -1.31 0.23 0.07
C 1.45 0.11 0.30
H -2.61 -0.84 -0.16
H 2.95 0.91 -0.32
H -0.89 -1.92 -0.53
N -2.55 0.24 0.16
N -0.53 1.57 0.01
N 0.77 1.45 0.28
N 2.68 -0.10 -0.26
N -0.52 -0.80 -0.33
O 0.56 -0.86 0.78
```


Record 5
A single C16H26N6O5S molecule, computed with wB97M-V/def2-TZVPD.

Computed properties:
SMILES string	CS[C@]1(C(=O)NCCOCCN(C)C(=O)Cn2cnc(C(N)=O)n2)C[C@H](O)C1
highest occupied orbital energy	-9.15	eV
net charge	0
calculated total energy	-47027.6326	eV
Kohn-Sham gap	9.4	eV

The geometry in XYZ format:
```
54
C16H26N6O5S wB97M-V/def2-TZVPD
C -1.87 0.46 -5.96
S -1.36 -1.08 -5.19
C -2.74 -1.43 -4.06
C -2.29 -2.41 -2.97
O -3.07 -3.22 -2.49
N -1.03 -2.26 -2.53
C -0.57 -2.97 -1.35
C -1.04 -2.31 -0.07
O -0.46 -1.01 -0.01
C -0.91 -0.27 1.11
C -0.23 1.08 1.10
N 1.22 0.97 1.28
C 2.05 0.96 0.08
C 1.69 0.93 2.54
O 0.97 0.92 3.52
C 3.22 0.87 2.69
N 3.63 1.19 4.03
C 3.32 0.60 5.20
N 3.90 1.23 6.19
C 4.57 2.24 5.56
C 5.39 3.26 6.29
N 5.38 3.06 7.63
O 5.99 4.14 5.73
N 4.43 2.25 4.25
C -3.47 -0.25 -3.34
C -4.80 -0.98 -3.60
O -5.92 -0.22 -3.97
C -4.10 -1.84 -4.66
H -1.17 0.64 -6.77
H -2.87 0.39 -6.38
H -1.82 1.30 -5.27
H -0.47 -1.51 -2.90
H -0.96 -3.99 -1.38
H 0.52 -3.01 -1.37
H -2.13 -2.24 -0.06
H -0.73 -2.90 0.80
H -2.00 -0.13 1.05
H -0.69 -0.80 2.04
H -0.41 1.58 0.15
H -0.63 1.68 1.91
H 2.98 0.44 0.25
H 1.51 0.43 -0.70
H 2.27 1.98 -0.26
H 3.56 -0.13 2.42
H 3.72 1.59 2.04
H 2.67 -0.25 5.27
H 4.84 2.31 8.03
H 5.89 3.70 8.22
H -3.17 -0.04 -2.31
H -3.43 0.67 -3.92
H -5.11 -1.58 -2.74
H -5.71 0.27 -4.77
H -4.23 -1.41 -5.66
H -4.31 -2.91 -4.69
```